Entry from the OMol25 dataset: 2 unconnected molecules or ions with the total composition C2HP (ωB97M-V with the def2-TZVPD basis set).

Last column: Löwdin charge in e.
Cartesian coordinates (Å):
C (2.2285, 1.4945, 2.2946)  -0.8532
C (2.3381, 2.6256, 2.8439)  -0.0429
P (1.8239, -0.0085, 2.6845)  0.8422
H (0.3348, 2.0503, 0.2619)  0.0539

For the highest occupied orbital energy (alpha / beta), the calculation gives -8.71 / -10.60 eV. As for the spin multiplicity: 1. Its total charge is 0. The calculation puts the HOMO-LUMO gap (alpha / beta) at 0.23106 / 0.31183 Ha. The calculation puts the total energy at -417.8496 a.u.